Entry 1:
This record from the Open Molecules 2025 dataset describes the ion CH3N2O2 with charge -1 at a distorted geometry. The level of theory is ωB97M-V/def2-TZVPD.

Each line ends with the Löwdin charge.
Element x y z (Å)
C: 0.940 -0.204 -0.217  -0.50
N: -0.172 0.250 0.344  0.02
N: -1.530 -0.838 0.626  -0.22
O: -2.386 -0.392 -0.225  -0.39
O: 1.531 -1.296 -0.136  -0.10
H: 1.540 0.703 -0.525  0.10
H: -0.680 0.946 -0.100  0.03
H: -0.915 -1.658 0.288  0.06

## Properties
Kohn-Sham gap, Eh: 0.25485
Total charge: -1
Structure (SMILES): O=CNN[O-]
2S+1: 1


Entry 2:
This record from the Open Molecules 2025 dataset describes a structure of composition C29H29FeN3Si at a distorted geometry. The level of theory is ωB97M-V/def2-TZVPD.

Each line ends with the Löwdin charge.
Element x y z (Å)
C: -0.717 -0.102 3.680  -0.08
C: -1.554 -0.675 2.673  -0.11
C: -0.781 -1.638 1.931  -0.13
H: -2.616 -0.464 2.542  0.14
C: 0.532 -1.707 2.544  -0.12
C: 0.550 -0.777 3.631  -0.13
H: 1.340 -0.689 4.367  0.13
H: -1.018 0.602 4.454  0.15
H: -1.145 -2.292 1.139  0.14
H: 1.335 -2.395 2.295  0.14
Fe: 0.173 0.138 1.814  0.74
C: 1.520 -0.225 0.352  -0.11
H: 2.521 -0.633 0.590  0.06
H: 1.634 0.607 -0.361  0.01
H: 0.915 -1.074 -0.068  -0.04
Si: 0.356 -0.824 -2.383  0.73
C: -0.870 -0.197 -3.608  -0.34
C: -2.187 -0.538 -3.231  -0.14
H: -2.368 -1.157 -2.341  0.09
C: -3.276 -0.098 -3.984  -0.08
H: -4.290 -0.363 -3.659  0.11
C: -3.037 0.638 -5.156  -0.07
H: -3.891 0.957 -5.757  0.11
C: -1.726 0.942 -5.550  -0.07
H: -1.555 1.482 -6.481  0.11
C: -0.635 0.528 -4.778  -0.09
H: 0.388 0.739 -5.081  0.11
C: 0.700 -2.611 -2.722  -0.31
C: 0.108 -3.181 -3.865  -0.09
H: -0.325 -2.538 -4.641  0.11
C: 0.086 -4.569 -4.023  -0.07
H: -0.422 -5.002 -4.886  0.11
C: 0.736 -5.385 -3.091  -0.07
H: 0.719 -6.466 -3.212  0.11
C: 1.452 -4.810 -2.034  -0.08
H: 2.016 -5.439 -1.345  0.10
C: 1.471 -3.422 -1.869  -0.11
H: 2.096 -2.953 -1.104  0.09
H: -0.566 -0.750 -1.237  -0.02
H: 1.575 0.004 -2.134  0.00
C: 3.696 2.715 5.356  -0.08
C: 3.838 1.522 4.625  -0.08
C: 2.967 1.240 3.571  -0.05
C: 1.908 2.141 3.301  -0.26
C: 1.817 3.364 3.985  -0.03
C: 2.690 3.641 5.037  -0.06
N: 0.868 1.839 2.398  -0.09
N: 0.145 2.944 2.127  0.09
C: -0.904 2.639 1.308  -0.29
C: -1.833 3.634 0.950  0.02
C: -2.872 3.305 0.097  -0.02
C: -2.961 1.979 -0.360  -0.04
C: -2.081 1.016 0.104  -0.11
N: -1.032 1.323 0.908  -0.01
H: 4.377 2.909 6.184  0.11
H: 4.630 0.807 4.861  0.11
H: 3.071 0.346 2.946  0.10
H: 1.035 4.067 3.692  0.10
H: 2.585 4.579 5.589  0.11
H: -1.663 4.617 1.382  0.13
H: -3.586 4.061 -0.223  0.12
H: -3.738 1.677 -1.059  0.11
H: -2.200 -0.029 -0.191  0.09

## Properties
Kohn-Sham gap (spin up / spin down), Eh: 0.19208 / 0.21369
Total charge: +1
2S+1: 6


Entry 3:
This record from the Open Molecules 2025 dataset describes a cluster of 3 separate species, C4H13NO2 in total at a distorted geometry. The level of theory is ωB97M-V/def2-TZVPD.

Each line ends with the Löwdin charge.
Element x y z (Å)
C: -0.008 1.363 1.452  -0.05
C: -0.251 0.642 0.169  -0.44
C: -0.130 -0.679 0.044  0.00
C: -1.232 2.638 -0.880  -0.11
N: -0.380 1.461 -0.942  -0.06
H: 0.720 2.159 1.286  0.09
H: -0.911 1.861 1.802  0.08
H: 0.405 0.717 2.227  0.08
H: -0.063 -1.389 0.853  0.04
H: -0.497 -1.089 -0.897  0.06
H: -1.427 2.978 -1.902  0.08
H: -2.150 2.462 -0.326  0.08
H: -0.690 3.487 -0.475  0.07
H: -0.462 0.935 -1.799  0.11
H: 0.426 -3.455 1.194  0.02
H: -0.723 -4.167 0.543  0.04
O: -0.396 -3.910 1.412  -0.06
H: 1.950 -1.554 -1.342  0.01
H: 3.008 -2.643 -1.437  0.03
O: 2.809 -1.819 -0.980  -0.07

## Properties
Kohn-Sham gap, Eh: 0.32463
Total charge: 0
Structure (SMILES): C=C(C)NC.O.O
2S+1: 1


Quick rundown of energy relative to the best compared isomer or geometry (same formula, charge and spin), same order as above: 3.258 0.252 1.190 eV
Quick rundown of M, same order as above: 75.047 503.503 107.153 g mol⁻¹